# C6H14OSi

A cluster of 2 separate species, C6H14OSi in total (wB97M-V/def2-TZVPD, OMol25).

Last column: natural (NBO) charge in e.
CARTESIAN COORDINATES (ANGSTROEM)
1 C 2.219 -0.299 -0.918  0.44
2 C 2.504 -0.937 -2.210  -0.79
3 C 0.004 -1.515 2.734  -0.60
4 C -2.187 1.651 -1.249  -0.61
5 C -0.606 -0.214 2.107  -0.90
6 C -0.883 1.424 -0.679  -0.90
7 O 2.903 0.334 -0.155  -0.56
8 Si -0.551 -0.142 0.216  1.20
9 H 1.448 -1.285 -2.568  0.24
10 H 2.916 -0.115 -2.847  0.25
11 H 3.091 -1.949 -2.287  0.26
12 H -0.448 -2.504 2.437  0.21
13 H 1.007 -1.571 2.483  0.22
14 H -0.192 -1.339 3.824  0.21
15 H -3.140 1.558 -0.657  0.21
16 H -2.237 2.772 -1.454  0.21
17 H -2.330 1.019 -2.086  0.21
18 H 0.119 0.636 2.429  0.24
19 H -1.643 0.084 2.429  0.24
20 H -0.762 2.238 0.126  0.24
21 H -0.143 1.499 -1.425  0.25
22 H -1.088 -1.348 -0.253  -0.23

The charge is 0. The calculation puts the energy above the lowest of the compared OMol25 structures with the same formula, charge and spin at 135.77 kcal per mole. The total energy is -16369.955 eV. The value obtained for the LUMO energy (spin up / spin down) is 0.41 / 0.42 eV. As for the multiplicity: 1.

# C6H14OSi

A structure of composition C6H14OSi (wB97M-V/def2-TZVPD, OMol25).

Last column: natural (NBO) charge in e.
CARTESIAN COORDINATES (ANGSTROEM)
1 C -2.038 0.485 -0.358  -0.40
2 C -2.110 -0.710 0.626  -0.47
3 C -0.751 0.446 -1.052  -0.87
4 C -1.206 -0.365 1.733  -0.29
5 C 2.417 -1.190 -0.920  -0.62
6 C 2.354 0.208 -0.183  -0.94
7 O 0.741 2.177 1.011  -1.09
8 Si 0.561 0.693 0.291  1.51
9 H -2.887 0.320 -1.068  0.21
10 H -1.981 1.429 0.180  0.19
11 H -3.074 -0.913 1.042  0.24
12 H -1.756 -1.577 0.052  0.20
13 H -0.528 -0.626 -1.388  0.23
14 H -0.610 1.131 -1.820  0.23
15 H -1.598 0.450 2.240  0.16
16 H -0.865 -1.093 2.403  0.18
17 H 3.205 -1.128 -1.744  0.20
18 H 2.572 -1.994 -0.222  0.21
19 H 1.564 -1.549 -1.553  0.19
20 H 2.981 0.856 -0.949  0.20
21 H 3.026 0.150 0.679  0.24
22 H -0.018 2.800 0.999  0.49

The charge is 0. As for the expectation value of S²: 2.00. The calculation puts the energy above the lowest of the compared OMol25 structures with the same formula, charge and spin at 0.00 kcal per mole. The total energy is -16369.776 eV. The value obtained for the LUMO energy (spin up / spin down) is 0.71 / -1.51 eV. As for the multiplicity: 3.

# C6H14P

A cluster of 2 separate species, C6H14P in total (wB97M-V/def2-TZVPD, OMol25).

Last column: natural (NBO) charge in e.
CARTESIAN COORDINATES (ANGSTROEM)
1 C 0.099 1.761 -3.011  -0.17
2 C 0.436 0.547 -2.620  -0.33
3 C 1.783 -0.358 1.700  -0.89
4 C -0.740 1.113 1.471  -0.94
5 C -0.776 -1.958 1.508  -1.03
6 C -0.549 -0.212 -1.907  -0.13
7 P 0.043 -0.482 0.889  1.03
8 H 0.555 2.421 -3.722  0.23
9 H -0.769 2.142 -2.533  0.18
10 H 1.291 0.083 -3.188  0.25
11 H 2.149 0.669 1.844  0.26
12 H 2.476 -0.943 1.141  0.25
13 H 1.672 -0.858 2.701  0.25
14 H -0.581 1.076 2.539  0.25
15 H -1.917 1.231 1.301  0.26
16 H -0.304 1.987 0.962  0.26
17 H -0.160 -2.610 2.191  0.28
18 H -0.908 -2.658 0.600  0.27
19 H -1.825 -1.999 1.825  0.29
20 H -0.558 -1.266 -2.055  0.22
21 H -1.416 0.314 -1.637  0.20

The charge is +1. The calculation puts the energy above the lowest of the compared OMol25 structures with the same formula, charge and spin at 88.17 kcal per mole. The total energy is -15728.114 eV. The value obtained for the LUMO energy (spin up / spin down) is -5.45 / -5.45 eV. As for the multiplicity: 1.

Max |F| for every record listed, in sequence, given in Eh/bohr: 0.086 0.075 0.064.